{
  "formula": "C4H8NO3",
  "method": "ωB97M-V/def2-TZVPD",
  "symbols": ["O", "C", "C", "C", "H", "H", "H", "H", "H", "H", "N", "C", "O", "O", "H", "H"],
  "positions_angstrom": [[-0.131, -2.036, 1.402], [0.716, -1.287, 0.969], [1.095, -1.308, -0.508], [2.138, -0.295, -0.904], [1.383, -0.694, 1.619], [0.145, -1.172, -1.028], [1.456, -2.334, -0.680], [1.864, 0.686, -0.530], [2.262, -0.223, -1.985], [3.105, -0.595, -0.477], [-2.390, 1.312, -0.126], [-0.974, 1.259, -0.228], [-0.424, 0.844, 0.834], [-0.442, 1.590, -1.302], [-2.652, 1.372, 0.844], [-2.925, 1.877, -0.766]],
  "total_charge": -1,
  "homo_lumo_gap_ev": 8.59,
  "fmax_ev_per_a": 0.742,
  "e_above_lowest_kcal_mol": 25.5,
  "e_tot_ev": -11912.18960
}


{
  "formula": "C4H14N2Si",
  "method": "ωB97M-V/def2-TZVPD",
  "symbols": ["C", "C", "C", "C", "N", "N", "Si", "H", "H", "H", "H", "H", "H", "H", "H", "H", "H", "H", "H", "H", "H"],
  "positions_angstrom": [[-1.986, 0.192, 0.065], [-0.409, -1.609, -0.759], [-0.141, -0.605, 1.393], [-0.554, -0.273, -0.054], [1.772, 1.951, 0.149], [0.486, 1.459, -2.368], [0.665, 1.134, -0.716], [-2.486, 0.724, -0.894], [-2.821, -0.551, 0.126], [-2.125, 0.953, 0.824], [0.498, -1.519, -1.469], [-1.393, -1.872, -1.261], [-0.106, -2.337, -0.026], [-0.028, 0.296, 2.118], [-1.066, -1.126, 1.843], [0.842, -1.202, 1.462], [2.615, -0.033, 2.469], [1.815, 1.828, 1.081], [0.929, 2.237, -2.798], [0.589, 0.576, -2.946], [2.902, -0.224, 1.764]],
  "homo_lumo_gap_ev": 9.46,
  "fmax_ev_per_a": 4.833,
  "e_above_lowest_kcal_mol": 61.3,
  "e_tot_ev": -15231.13298
}


{
  "formula": "C2H8NS2",
  "method": "ωB97M-V/def2-TZVPD",
  "symbols": ["C", "N", "C", "S", "S", "H", "H", "H", "H", "H", "H", "H", "H"],
  "positions_angstrom": [[-1.647, 0.087, 0.069], [-0.384, 0.632, -0.469], [0.751, 0.036, 0.353], [2.297, 1.010, -0.028], [0.799, -1.692, -0.113], [-1.527, -0.266, 1.059], [-2.317, 0.907, 0.107], [-2.266, -0.700, -0.485], [-0.356, 0.326, -1.424], [-0.473, 1.680, -0.436], [0.651, 0.085, 1.450], [2.861, 0.048, -0.946], [1.612, -2.151, 0.863]],
  "total_charge": 1,
  "smiles": "C[NH2+]C(S)S",
  "homo_lumo_gap_ev": 10.08,
  "fmax_ev_per_a": 3.035,
  "e_above_lowest_kcal_mol": 28.3,
  "e_tot_ev": -25356.31069
}


{
  "formula": "C18H31Cl2O3S2V",
  "method": "ωB97M-V/def2-TZVPD",
  "symbols": ["V", "C", "C", "C", "C", "C", "C", "C", "C", "C", "C", "C", "C", "C", "C", "C", "C", "C", "H", "H", "H", "H", "H", "H", "H", "H", "H", "H", "H", "H", "H", "H", "H", "H", "H", "H", "H", "H", "H", "H", "H", "H", "H", "H", "H", "H", "H", "Cl", "C", "Cl", "H", "H", "O", "S", "O", "O", "S"],
  "positions_angstrom": [[0.512, -0.539, -1.340], [-1.186, -0.614, 0.181], [-0.698, 0.725, 0.310], [0.690, 0.617, 0.663], [0.945, -0.790, 0.842], [-0.215, -1.556, 0.559], [-0.419, -3.040, 0.809], [0.625, -3.905, 0.095], [-1.820, -3.473, 0.380], [-0.283, -3.240, 2.328], [1.799, 1.655, 0.877], [3.086, 0.970, 1.360], [2.113, 2.360, -0.452], [1.439, 2.669, 1.974], [-1.719, 1.875, 0.359], [-1.985, 2.083, 1.869], [-1.316, 3.210, -0.271], [-3.078, 1.456, -0.228], [-2.185, -0.860, -0.127], [1.875, -1.181, 1.221], [0.565, -3.807, -0.991], [0.456, -4.953, 0.346], [1.641, -3.653, 0.402], [-1.980, -3.362, -0.695], [-2.597, -2.916, 0.908], [-1.958, -4.528, 0.615], [0.720, -2.985, 2.675], [-0.467, -4.286, 2.576], [-1.004, -2.628, 2.874], [3.472, 0.244, 0.646], [2.948, 0.488, 2.331], [3.853, 1.734, 1.483], [2.553, 1.668, -1.175], [2.846, 3.151, -0.283], [1.234, 2.817, -0.904], [1.158, 2.163, 2.900], [0.646, 3.355, 1.698], [2.323, 3.271, 2.185], [-1.116, 2.444, 2.406], [-2.315, 1.152, 2.335], [-2.786, 2.816, 1.986], [-0.425, 3.643, 0.169], [-2.129, 3.920, -0.113], [-1.160, 3.147, -1.348], [-3.552, 0.673, 0.366], [-3.024, 1.126, -1.262], [-3.744, 2.318, -0.195], [-1.020, 1.198, -2.988], [-1.470, -0.265, -3.877], [-1.509, -1.641, -2.734], [-0.706, -0.473, -4.611], [-2.466, -0.143, -4.282], [1.134, -0.639, -3.161], [2.690, -0.787, -3.184], [3.101, -1.820, -4.065], [3.288, 0.506, -3.249], [2.621, -1.372, -1.192]],
  "multiplicity": 2,
  "total_charge": 1,
  "homo_lumo_gap_ev": [7.75, 8.40],
  "fmax_ev_per_a": 0.317,
  "e_above_lowest_kcal_mol": 0.0,
  "e_tot_ev": -97708.90605
}


{
  "formula": "ClO2S2",
  "method": "ωB97M-V/def2-TZVPD",
  "symbols": ["O", "S", "O", "S", "Cl"],
  "positions_angstrom": [[-1.552, -0.005, 0.130], [-0.114, 0.052, -0.241], [0.336, 1.141, -1.012], [0.622, -1.561, -0.726], [0.710, 0.373, 1.848]],
  "total_charge": -1,
  "smiles": "O=S(=O)([S-])Cl",
  "homo_lumo_gap_ev": 8.43,
  "fmax_ev_per_a": 4.798,
  "e_above_lowest_kcal_mol": 0.0,
  "e_tot_ev": -38289.84700
}


{
  "formula": "C34H28N6OP2S2Se2Ti",
  "method": "ωB97M-V/def2-TZVPD",
  "symbols": ["Ti", "C", "C", "S", "C", "C", "S", "H", "H", "H", "H", "H", "H", "Se", "P", "C", "C", "C", "C", "C", "C", "C", "C", "C", "C", "C", "C", "C", "C", "N", "N", "N", "P", "Se", "C", "C", "C", "C", "C", "C", "C", "C", "C", "C", "C", "C", "H", "H", "H", "H", "H", "H", "H", "H", "H", "H", "H", "H", "H", "H", "H", "H", "H", "H", "H", "H", "N", "C", "O", "C", "C", "N", "C", "N", "H", "H"],
  "positions_angstrom": [[3.353, 0.921, 0.804], [3.946, 5.529, 0.365], [3.866, 4.045, 0.101], [4.284, 2.996, 1.458], [3.470, 3.560, -1.088], [3.060, 4.484, -2.207], [3.407, 1.843, -1.429], [4.169, 5.722, 1.413], [3.004, 6.029, 0.124], [4.729, 6.002, -0.238], [3.764, 5.311, -2.331], [2.073, 4.917, -2.010], [3.000, 3.940, -3.149], [-2.322, -2.603, 2.634], [-1.564, -2.516, 0.674], [-2.715, -1.763, -0.519], [-4.029, -1.498, -0.162], [-4.918, -1.002, -1.107], [-4.493, -0.773, -2.406], [-3.183, -1.057, -2.771], [-2.298, -1.555, -1.831], [-1.364, -4.173, -0.073], [-0.171, -4.795, -0.424], [-0.194, -6.076, -0.966], [-1.392, -6.742, -1.158], [-2.586, -6.126, -0.802], [-2.570, -4.853, -0.262], [-0.027, -1.590, 0.491], [0.267, -0.224, 0.532], [1.607, -0.155, 0.494], [2.117, -1.371, 0.448], [1.155, -2.254, 0.460], [-0.586, 1.364, 0.584], [0.768, 2.907, 1.046], [-1.890, 1.129, 1.819], [-3.248, 1.011, 1.554], [-4.147, 0.848, 2.599], [-3.693, 0.792, 3.905], [-2.334, 0.899, 4.174], [-1.436, 1.072, 3.138], [-1.246, 1.600, -1.088], [-2.332, 2.433, -1.348], [-2.670, 2.749, -2.655], [-1.898, 2.279, -3.708], [-0.782, 1.495, -3.450], [-0.458, 1.156, -2.148], [-4.335, -1.675, 0.863], [-5.941, -0.786, -0.822], [-5.181, -0.370, -3.140], [-2.848, -0.873, -3.783], [-1.274, -1.777, -2.114], [0.766, -4.286, -0.265], [0.741, -6.552, -1.235], [-1.400, -7.739, -1.581], [-3.529, -6.638, -0.942], [-3.503, -4.382, 0.026], [-3.610, 1.011, 0.538], [-5.205, 0.749, 2.385], [-4.396, 0.655, 4.718], [-1.973, 0.841, 5.192], [-0.376, 1.171, 3.344], [-2.897, 2.865, -0.533], [-3.524, 3.387, -2.848], [-2.151, 2.546, -4.727], [-0.151, 1.158, -4.263], [0.436, 0.574, -1.952], [7.057, -0.956, 1.039], [5.830, -0.502, 1.360], [5.069, -0.102, 0.429], [5.406, -0.492, 2.714], [4.118, 0.020, 2.917], [3.049, 0.471, 3.031], [6.247, -0.920, 3.761], [6.996, -1.303, 4.553], [7.360, -0.824, 0.091], [7.725, -1.178, 1.756]],
  "multiplicity": 2,
  "total_charge": -1,
  "homo_lumo_gap_ev": [6.24, 6.24],
  "fmax_ev_per_a": 1.448,
  "e_above_lowest_kcal_mol": 3.6,
  "e_tot_ev": -240762.72660
}